No. 1
C15H25N5O5Sc as an isolated structure. Source: the OMol25 dataset; level of theory: wB97M-V/def2-TZVPD.

```
51
Properties=species:S:1:pos:R:3
O 2.76424 0.84616 -5.01676
H 2.91477 1.64518 -4.47558
Sc 0.35427 -0.41718 -0.16667
N -1.44756 -0.56346 -1.41615
N 0.75943 -1.24445 -2.37400
O -2.71659 -0.03649 -1.02300
O 1.87628 -1.69909 -2.68234
C -1.50319 -0.90147 -2.71090
C -0.28740 -1.37035 -3.26025
C -2.83313 -0.83257 -3.34859
C -0.24607 -1.89657 -4.67187
H -3.32774 0.11948 -3.10914
H -3.45161 -1.66309 -2.96480
H -2.72571 -0.94544 -4.43310
H 0.75074 -2.26427 -4.93648
H -0.50607 -1.08260 -5.37508
H -0.98292 -2.70573 -4.85397
H -2.63138 0.18905 -0.07557
H 1.89537 0.76265 -4.38257
O 0.10073 -2.83664 0.06067
H -0.25506 -3.20088 -0.77614
H 0.96664 -3.27041 0.21316
C 0.46981 1.46955 -0.68168
H 1.47878 0.94643 -1.04445
H -0.18194 1.37200 -1.58933
H 0.70062 2.46582 -0.36199
O -3.18420 2.98235 0.84328
H -3.29296 2.98397 -0.12624
H -2.65940 3.77292 1.04302
N 1.32330 -1.10573 1.94558
C 2.10101 0.07635 2.20463
C 2.98398 0.20976 3.27727
C 3.44677 1.49785 3.56190
C 3.04648 2.56649 2.73514
C 2.23403 2.29767 1.63011
N 1.79165 1.05270 1.36703
C -0.02386 -0.96653 2.41461
C -0.40057 -1.45913 3.64055
C -1.56975 -0.97277 4.18451
C -2.29646 0.00771 3.48106
C -1.88864 0.41483 2.21854
N -0.82547 -0.19826 1.63581
H 1.74718 -1.89735 2.44569
H 3.27187 -0.68696 3.85663
H 4.11630 1.68792 4.41004
H 3.38827 3.59202 2.90726
H 1.93001 3.05022 0.91039
H 0.29110 -2.16029 4.14554
H -1.91336 -1.31920 5.16428
H -3.19161 0.45184 3.90016
H -2.36101 1.23598 1.65979
```

Properties
Charge: +1
HOMO (alpha / beta), eV: -10.098 / -10.097
DFT total energy, hartree: -1996.96600
LUMO energy (alpha / beta), eV: -3.50 / -3.50
2S+1: 1
ΔE to the lowest compared entry with this formula, charge and spin, kJ/mol: 220.2
Frontier orbital gap (alpha / beta), eV: 6.59 / 6.59

No. 2
One molecule with the formula C21H25N5O5S. Source: the OMol25 dataset; level of theory: wB97M-V/def2-TZVPD.

```
57
Properties=species:S:1:pos:R:3
C 3.63387 -6.28146 -0.28390
H 4.66620 -6.05470 0.00053
O 2.71407 -5.72646 0.62560
C 2.68336 -4.37362 0.77065
C 3.49303 -3.47454 0.09517
C 3.35616 -2.11325 0.32786
C 2.40905 -1.62104 1.20860
C 1.61764 -2.54308 1.92948
C 1.75478 -3.89670 1.70010
H 1.15835 -4.62672 2.22083
O 0.75712 -1.99493 2.83696
C -0.01598 -2.85941 3.63375
H -0.57382 -2.21393 4.31023
H 0.61412 -3.53703 4.21738
H -0.71559 -3.44302 3.02777
N 2.23221 -0.26470 1.49908
C 2.28907 0.85406 0.72807
O 2.09168 1.94400 1.21953
C 2.62870 0.65950 -0.73824
H 3.70365 0.73447 -0.89837
H 2.24625 -0.28855 -1.10955
S 1.91436 2.01307 -1.73434
C 0.27786 1.82705 -1.23707
N -0.04581 0.83568 -0.41256
C -1.29915 0.76206 0.00665
N -2.28685 1.57660 -0.33954
C -1.98830 2.55239 -1.19263
N -2.97615 3.40591 -1.58200
C -2.74641 4.45870 -2.45199
O -3.63078 5.21323 -2.78616
N -1.45720 4.60749 -2.92764
C -0.37829 3.79395 -2.61314
O 0.73080 3.96573 -3.08211
C -0.69585 2.72984 -1.69320
C -1.24177 5.71943 -3.83759
H -1.87678 5.60679 -4.71589
H -1.49422 6.65617 -3.34172
H -0.19213 5.70918 -4.12190
C -4.31206 3.21400 -1.05501
H -4.68310 2.23229 -1.34715
H -4.94725 3.99681 -1.46319
H -4.28703 3.27159 0.03235
C -1.61466 -0.31763 0.99822
C -1.82367 0.34529 2.36212
H -2.03012 -0.40990 3.11619
H -0.93396 0.89875 2.65274
H -2.66344 1.03404 2.31203
H -0.74895 -0.98168 1.04998
C -2.85624 -1.09867 0.57512
H -3.09610 -1.85232 1.32151
H -3.69944 -0.42127 0.47249
H -2.68967 -1.59427 -0.37867
H 1.83466 -0.09877 2.41746
H 4.02422 -1.43484 -0.17501
H 4.24086 -3.80787 -0.60497
H 3.45158 -5.92975 -1.30423
H 3.47713 -7.35800 -0.24073
```

Properties
HOMO, eV: -8.023
DFT total energy, hartree: -1863.49144
SMILES: COc1ccc(NC(=O)CSc2nc(C(C)C)nc3c2c(=O)n(C)c(=O)n3C)c(OC)c1
LUMO energy, eV: 0.34
2S+1: 1
ΔE to the lowest compared entry with this formula, charge and spin, kJ/mol: 89.7
Frontier orbital gap, eV: 8.36

No. 3
One molecule with the formula C9H10N4O. Source: the OMol25 dataset; level of theory: wB97M-V/def2-TZVPD.

```
24
Properties=species:S:1:pos:R:3
C 2.08496 -0.52640 -2.32797
C 0.85156 -0.56123 -2.90411
C 2.28646 0.19895 -1.15728
C -0.23592 -0.20875 -2.09410
C 1.25658 0.87010 -0.53908
C -0.06375 0.56670 -0.95392
C -3.22249 2.80067 0.78731
C -0.34250 -1.58080 3.10797
C -0.21918 -0.86730 1.70993
N -1.67131 0.90836 1.03748
N -1.91369 1.99594 -1.01133
N -1.26463 0.15031 1.90561
N -1.21717 1.04727 -0.28582
O -2.62124 2.68409 -0.21352
H 2.92135 -0.79439 -2.91375
H 0.67571 -1.22945 -3.80585
H 3.33322 0.46167 -0.80548
H -1.19172 -0.19261 -2.52870
H 1.36594 1.40177 0.38997
H 0.16146 -2.52668 3.14629
H 0.02979 -0.92782 3.72392
H -1.39973 -1.76727 3.25630
H -0.36004 -1.51435 0.81427
H 0.75638 -0.38878 1.66185
```

Properties
HOMO, eV: -7.603
DFT total energy, hartree: -642.84193
LUMO energy, eV: 0.44
2S+1: 1
ΔE to the lowest compared entry with this formula, charge and spin, kJ/mol: 996.8
Frontier orbital gap, eV: 8.05

No. 4
C31H26F3NO10P4SScTe as an isolated structure. Source: the OMol25 dataset; level of theory: wB97M-V/def2-TZVPD.

```
78
Properties=species:S:1:pos:R:3
Sc -0.41604 -0.16137 -0.39748
O 2.01539 -3.55021 -1.34085
P 0.72715 -2.80183 -0.77943
O -0.56022 -3.44788 -1.05922
O 0.88278 -1.34054 -1.26640
O 1.03792 -2.77140 0.81567
P -0.03775 -2.24510 1.93779
O 0.92347 -1.37393 2.85934
O -0.66349 -3.33292 2.69060
O -0.92254 -1.23929 1.15194
H 1.97020 -4.48762 -1.13561
H 1.01999 -1.80364 3.71279
Te -0.01942 4.15589 0.62620
C 1.43640 5.65406 0.88895
C 1.98291 6.31155 -0.20613
C 3.08312 7.13297 -0.01390
N 3.66543 7.33898 1.17065
C 3.12326 6.71054 2.21307
C 2.01898 5.87121 2.12831
C 1.37964 2.72423 -0.00734
P 1.41688 1.22363 1.04668
C 1.07187 1.68009 2.78757
C 2.05657 1.96626 3.72576
C 1.71699 2.26447 5.04274
C 0.38802 2.27983 5.43475
C -0.60236 1.97544 4.50780
C -0.26005 1.66585 3.20345
C 3.21063 0.83018 1.07179
C 3.68183 -0.46003 0.87423
C 5.04944 -0.71833 0.88386
C 5.94921 0.30893 1.12095
C 5.48172 1.60171 1.33568
C 4.12295 1.86087 1.29373
P 1.09122 1.93649 -1.67212
C 2.80147 1.50457 -2.19720
C 3.88167 2.34739 -1.95349
C 5.13660 2.04552 -2.45903
C 5.32585 0.89262 -3.21388
C 4.25801 0.04216 -3.45556
C 3.00014 0.35140 -2.95065
C 0.72540 3.33440 -2.80809
C -0.56358 3.86703 -2.82597
C -0.86902 4.97943 -3.59507
C 0.10624 5.56777 -4.38894
C 1.37391 5.00513 -4.43596
C 1.67774 3.89466 -3.65685
H 1.57585 6.17001 -1.19989
H 3.52797 7.64879 -0.85840
H 3.60363 6.87513 3.17217
H 1.63947 5.38010 3.01640
H 3.09996 1.95674 3.44616
H 2.49990 2.47653 5.76017
H 0.12373 2.51149 6.45911
H -1.64438 1.97769 4.80109
H -1.03963 1.38865 2.50363
H 2.98223 -1.26840 0.70229
H 5.40557 -1.72607 0.71120
H 7.01376 0.10896 1.12282
H 6.17888 2.41055 1.51945
H 3.75109 2.87364 1.40743
H 3.71837 3.23683 -1.35483
H 5.97037 2.70824 -2.26146
H 6.30774 0.65664 -3.60614
H 4.40015 -0.86335 -4.03163
H 2.16823 -0.31852 -3.12853
H -1.35662 3.40488 -2.25428
H -1.87344 5.38206 -3.57000
H -0.12277 6.45076 -4.97249
H 2.13538 5.42682 -5.08024
H 2.67235 3.47246 -3.71632
F -4.08597 -0.28364 0.64621
C -3.69365 -0.23997 -0.61568
F -4.74910 -0.30825 -1.41740
F -2.89575 -1.29915 -0.86316
S -2.66809 1.25404 -0.97294
O -1.78854 0.72144 -2.02829
O -3.52716 2.34915 -1.25773
O -1.84516 1.33302 0.26525
```

Properties
Charge: -1
HOMO, eV: -4.382
DFT total energy, hartree: -5096.55732
LUMO energy, eV: 2.35
2S+1: 1
ΔE to the lowest compared entry with this formula, charge and spin, kJ/mol: 154.9
Frontier orbital gap, eV: 6.73

No. 5
C19H33N3O9OsPS as an isolated structure. Source: the OMol25 dataset; level of theory: wB97M-V/def2-TZVPD.

```
67
Properties=species:S:1:pos:R:3
Os 0.08556 -0.66581 -0.18400
O 4.19430 3.84314 -1.76679
C 3.42783 2.96522 -1.40635
C 3.05906 1.72865 -2.18407
O 3.38464 1.48200 -3.34007
C 2.23162 0.93499 -1.29032
C 2.05940 1.59556 -0.03096
O 1.43589 1.05946 0.91730
C 2.71127 2.91659 -0.08613
O 2.66649 3.80195 0.75686
O 1.72773 -0.23653 -1.48987
C -3.08796 2.11695 2.84684
C -1.63038 2.30198 2.43306
C -0.72564 1.37578 3.24896
C -1.20170 3.76163 2.60028
O -1.46250 2.03257 1.04695
P -2.22882 0.86885 0.22772
O -3.66870 1.10517 0.04008
O -1.79020 -0.49799 0.77364
O -1.32222 0.99603 -1.12872
C -1.71032 1.73909 -2.29362
C -2.85149 0.99563 -2.99078
C -0.47590 1.79236 -3.19876
C -2.11554 3.15486 -1.88761
H -3.22685 2.39723 3.88984
H -3.36764 1.07650 2.69906
H -3.73263 2.72612 2.21688
H -0.76984 1.64838 4.30213
H 0.29872 1.45772 2.89419
H -1.04856 0.34328 3.13145
H -1.22963 4.05578 3.64587
H -1.87338 4.39938 2.03036
H -0.19066 3.89091 2.22336
H -2.52652 -0.01023 -3.24860
H -3.15258 1.51715 -3.89660
H -3.69616 0.92053 -2.31228
H -0.12352 0.78535 -3.41556
H 0.32710 2.34702 -2.71546
H -0.72585 2.28487 -4.13540
H -3.01459 3.12716 -1.27926
H -2.29718 3.76329 -2.77220
H -1.31368 3.59963 -1.29898
C 2.64602 -3.74327 -2.21759
N 1.52458 -2.88173 -2.49172
C 0.26072 -3.19759 -2.21121
N -0.05226 -4.47246 -1.85301
S -0.97087 -2.09862 -2.49750
H 3.48824 -3.39460 -2.80988
H 2.40010 -4.76445 -2.51125
H 2.92197 -3.72352 -1.15924
H 1.71842 -1.88550 -2.57258
H 0.59695 -4.93938 -1.23650
H -1.02544 -4.57435 -1.60745
C 1.66907 -4.21526 1.61069
C 1.03442 -2.81257 1.72655
C 1.99570 -1.90167 2.51870
C -0.30598 -2.95850 2.48445
N 0.80615 -2.26218 0.44503
H 1.83625 -4.62450 2.60489
H 2.62251 -4.16095 1.09030
H 1.00586 -4.88383 1.06631
H 2.20248 -2.32431 3.50041
H 1.54604 -0.91978 2.62115
H 2.92452 -1.79361 1.96341
H -0.13106 -3.27413 3.51072
H -0.93680 -3.68576 1.98086
H -0.82659 -2.00570 2.47197
```

Properties
Charge: -1
HOMO (alpha / beta), eV: -4.665 / -4.642
DFT total energy, hartree: -2415.60902
LUMO energy (alpha / beta), eV: 2.07 / 2.02
2S+1: 1
Frontier orbital gap (alpha / beta), eV: 6.74 / 6.67

No. 6
C6H15NO2Tl as an isolated structure. Source: the OMol25 dataset; level of theory: wB97M-V/def2-TZVPD.

```
25
Properties=species:S:1:pos:R:3
Tl -0.38112 2.53477 -3.12166
C 1.66422 -3.19516 0.91537
O 1.52963 -1.78455 0.81664
C 2.29679 -1.18292 -0.18699
C 1.97768 0.32619 -0.17818
N 0.53504 0.51483 -0.40944
C -0.17852 1.21350 0.65911
C -1.68359 1.09187 0.48687
O -2.07350 1.77804 -0.71943
C -3.49657 1.63906 -0.89022
H 2.68082 -3.44661 1.27499
H 1.42625 -3.68835 -0.03441
H 1.02218 -3.55533 1.71927
H 1.97421 -1.61722 -1.14791
H 3.36843 -1.34302 -0.03406
H 2.61666 0.98228 -0.77995
H 2.21122 0.65358 0.84450
H 0.05497 -0.40153 -0.44251
H 0.16225 2.25186 0.71272
H 0.08478 0.71206 1.61217
H -2.19422 1.58382 1.32376
H -2.00477 0.04306 0.44018
H -3.75145 0.62322 -1.21607
H -3.78077 2.35969 -1.65524
H -4.06060 1.90687 0.01049
```

Properties
Charge: +3
HOMO, eV: -21.410
DFT total energy, hartree: -613.93859
LUMO energy, eV: -17.83
2S+1: 1
ΔE to the lowest compared entry with this formula, charge and spin, kJ/mol: 2.8
Frontier orbital gap, eV: 3.58

Repeat the second record exactly.
One molecule with the formula C21H25N5O5S. Source: the OMol25 dataset; level of theory: wB97M-V/def2-TZVPD.

```
57
Properties=species:S:1:pos:R:3
C 3.63387 -6.28146 -0.28390
H 4.66620 -6.05470 0.00053
O 2.71407 -5.72646 0.62560
C 2.68336 -4.37362 0.77065
C 3.49303 -3.47454 0.09517
C 3.35616 -2.11325 0.32786
C 2.40905 -1.62104 1.20860
C 1.61764 -2.54308 1.92948
C 1.75478 -3.89670 1.70010
H 1.15835 -4.62672 2.22083
O 0.75712 -1.99493 2.83696
C -0.01598 -2.85941 3.63375
H -0.57382 -2.21393 4.31023
H 0.61412 -3.53703 4.21738
H -0.71559 -3.44302 3.02777
N 2.23221 -0.26470 1.49908
C 2.28907 0.85406 0.72807
O 2.09168 1.94400 1.21953
C 2.62870 0.65950 -0.73824
H 3.70365 0.73447 -0.89837
H 2.24625 -0.28855 -1.10955
S 1.91436 2.01307 -1.73434
C 0.27786 1.82705 -1.23707
N -0.04581 0.83568 -0.41256
C -1.29915 0.76206 0.00665
N -2.28685 1.57660 -0.33954
C -1.98830 2.55239 -1.19263
N -2.97615 3.40591 -1.58200
C -2.74641 4.45870 -2.45199
O -3.63078 5.21323 -2.78616
N -1.45720 4.60749 -2.92764
C -0.37829 3.79395 -2.61314
O 0.73080 3.96573 -3.08211
C -0.69585 2.72984 -1.69320
C -1.24177 5.71943 -3.83759
H -1.87678 5.60679 -4.71589
H -1.49422 6.65617 -3.34172
H -0.19213 5.70918 -4.12190
C -4.31206 3.21400 -1.05501
H -4.68310 2.23229 -1.34715
H -4.94725 3.99681 -1.46319
H -4.28703 3.27159 0.03235
C -1.61466 -0.31763 0.99822
C -1.82367 0.34529 2.36212
H -2.03012 -0.40990 3.11619
H -0.93396 0.89875 2.65274
H -2.66344 1.03404 2.31203
H -0.74895 -0.98168 1.04998
C -2.85624 -1.09867 0.57512
H -3.09610 -1.85232 1.32151
H -3.69944 -0.42127 0.47249
H -2.68967 -1.59427 -0.37867
H 1.83466 -0.09877 2.41746
H 4.02422 -1.43484 -0.17501
H 4.24086 -3.80787 -0.60497
H 3.45158 -5.92975 -1.30423
H 3.47713 -7.35800 -0.24073
```

Properties
HOMO, eV: -8.023
DFT total energy, hartree: -1863.49144
SMILES: COc1ccc(NC(=O)CSc2nc(C(C)C)nc3c2c(=O)n(C)c(=O)n3C)c(OC)c1
LUMO energy, eV: 0.34
2S+1: 1
ΔE to the lowest compared entry with this formula, charge and spin, kJ/mol: 89.7
Frontier orbital gap, eV: 8.36

Which of these has the lowest DFT total energy? C31H26F3NO10P4SScTe